{"formula": "C23H17ClFN5O", "method": "wB97M-V/def2-TZVPD", "symbols": ["C", "C", "C", "C", "C", "C", "Cl", "C", "F", "C", "N", "C", "C", "C", "C", "C", "C", "N", "C", "N", "C", "C", "C", "N", "C", "C", "C", "N", "C", "C", "O", "H", "H", "H", "H", "H", "H", "H", "H", "H", "H", "H", "H", "H", "H", "H", "H", "H"], "xyz": [[3.5958, -3.0758, -1.8819], [2.3124, -2.5535, -2.1531], [1.2738, -3.3869, -2.8154], [0.3095, -2.8283, -3.6212], [-0.7005, -3.6179, -4.2187], [-0.7357, -4.9936, -3.9848], [-1.8922, -6.0152, -4.7902], [0.2007, -5.5595, -3.1014], [0.1714, -6.8939, -2.7612], [1.2350, -4.7436, -2.5632], [1.9986, -1.2469, -1.7348], [0.9327, -1.1391, -0.7914], [0.5903, 0.0548, -0.2357], [1.2802, 1.3151, -0.5997], [0.9096, 2.5923, -0.0290], [1.5428, 3.7666, -0.3834], [1.1432, 4.9372, 0.2152], [0.1520, 4.9649, 1.1189], [-0.4210, 3.7938, 1.3745], [-1.3880, 3.9922, 2.3024], [-2.1051, 3.0788, 3.1006], [-3.0731, 3.5846, 3.9505], [-3.8232, 2.6992, 4.7982], [-3.5858, 1.3785, 4.7742], [-2.7044, 0.8983, 3.9039], [-2.4425, -0.5574, 3.9714], [-1.9610, 1.7105, 3.0721], [-0.1071, 2.6380, 0.8309], [2.3468, 1.1898, -1.5554], [2.7137, -0.0968, -2.0895], [3.7001, -0.1372, -2.8604], [4.4369, -2.4767, -1.4609], [3.9449, -4.0922, -2.1651], [0.3276, -1.7703, -3.8975], [-1.4347, -3.1997, -4.9037], [1.9374, -5.2545, -1.9053], [0.4523, -2.0466, -0.4897], [-0.3035, 0.1318, 0.3804], [2.3135, 3.8071, -1.1717], [1.6535, 5.8552, -0.0689], [-1.4812, 4.9684, 2.5421], [-3.3160, 4.6653, 3.9590], [-4.5950, 3.1301, 5.4015], [-2.4749, -0.8516, 5.0456], [-3.1495, -1.1369, 3.3868], [-1.4281, -0.7605, 3.6190], [-1.2984, 1.2393, 2.3988], [2.9463, 2.0427, -1.9126]], "forces_ev_per_a": [[-1.7, 1.2, -0.7], [4.5, -2.5, 0.5], [0.3, 0.4, 0.7], [-1.5, 0.2, -1.4], [0.9, -0.1, 0.4], [0.3, -0.4, 0.5], [0.2, 0.3, 0.3], [1.0, 0.5, 0.2], [0.0, 1.6, -0.6], [-1.3, -2.2, -0.1], [-1.9, 1.1, 1.6], [1.2, 1.6, -0.5], [0.1, 0.8, -0.7], [2.3, -2.8, -2.6], [-0.6, 1.2, 0.3], [1.1, 0.0, -1.2], [-0.8, 0.0, 0.6], [1.8, 1.0, -1.4], [0.4, 0.9, 0.0], [-1.3, -1.2, 1.1], [-0.2, 0.7, -0.5], [-1.6, 0.1, 1.5], [2.3, 0.3, -2.5], [-1.2, 0.8, 0.6], [0.1, 0.8, 0.6], [0.6, -0.5, 0.8], [0.0, -0.4, -0.2], [-0.3, -1.2, 0.5], [-3.0, 0.6, 2.7], [2.6, 0.0, -1.9], [-1.6, -0.6, 1.0], [-1.2, -0.2, -0.2], [-0.8, 0.8, 0.0], [0.1, -0.3, 0.4], [0.2, 0.0, 0.2], [-0.1, 0.3, -0.1], [-0.1, -0.4, -0.2], [0.4, -0.2, 0.1], [-0.4, -0.1, 0.7], [-0.3, 0.1, 0.3], [0.0, -0.2, 0.0], [0.3, -0.7, 0.1], [-0.3, -0.2, 0.5], [-0.2, 0.0, -0.8], [-0.2, -0.1, 0.0], [-0.1, -0.1, -0.1], [0.7, -0.2, -0.6], [-0.4, -0.8, 0.2]], "relative_energy_kcal_mol": 20.1, "smiles": "C=C(c1ccc(Cl)c(F)c1)n1ccc(-c2ccnc(Nc3ccnc(C)c3)n2)cc1=O", "e_homo_ev": -8.61, "spin_multiplicity": 1, "e_tot_ev": -48864.0683, "homo_lumo_gap_ha": 0.278}